C5H8N2O | the ωB97M-V functional and the def2-TZVPD basis

Structure (XYZ):
```
16
C5H8N2O, DFT the ωB97M-V functional and the def2-TZVPD basis
C -1.441 0.333 -2.138
C -0.719 0.057 -0.770
C 0.731 -0.179 1.806
C 1.097 -0.054 0.316
C 0.300 -0.932 -0.579
H -0.677 1.118 -2.759
H -2.356 0.893 -2.054
H -1.211 -0.688 -2.672
H -0.590 1.629 1.933
H 1.089 -1.218 2.296
H 1.392 0.296 2.334
H 1.150 1.086 0.461
H 0.087 -2.011 -0.307
N -1.191 0.676 0.315
N -0.697 0.502 1.603
O 1.816 -0.588 -0.558
```

Values from the calculation:
HOMO level, eV: -8.7
Structure (SMILES): CC1=NNC[C@H]2O[C@H]12
Energy above the lowest of the compared OMol25 structures with the same formula, charge and spin, kcal per mole: 201.5
Kohn-Sham gap, hartree: 0.34568